1.
ORCA calculation (ωB97M-V/def2-TZVPD) on a single C15H14ClN3O3 molecule.

Each line ends with the Löwdin charge.
Cartesian coordinates (Å):
O -1.6141 -0.1373 -2.1539  0.18
C -2.0495 0.1424 -1.1799  -0.42
C -3.5588 -0.5699 -0.6260  -0.03
C -3.0423 -1.4790 0.2739  -0.36
N -1.7873 -1.9351 0.3787  0.06
C -0.8930 -1.3856 0.9868  -0.33
O -1.3115 -0.7273 2.2579  -0.15
C 0.5733 -1.2815 0.7017  -0.12
C 1.4438 -0.8495 1.7352  0.16
C 2.8303 -0.5694 0.9758  -0.12
C 3.3245 -1.0529 -0.0746  -0.75
Cl 4.8992 -0.7407 -0.5702  0.74
C 2.3488 -1.7618 -0.9914  -0.03
C 1.0488 -1.5730 -0.6662  -0.04
N -1.5480 1.1075 -0.3022  0.19
C -0.3904 1.6059 -0.1536  -0.50
N -0.3736 2.1141 0.8726  0.15
C 0.6546 2.8054 1.4564  -0.12
C 1.7731 2.7442 0.8029  -0.06
C 1.7989 2.2354 -0.6987  0.11
C 0.5984 1.6025 -1.0986  -0.28
O 0.7245 0.9238 -2.2049  0.08
H -3.8624 -1.1905 -1.5829  0.16
H -4.2527 0.1264 -0.2942  0.09
H -3.3145 -1.2317 1.3409  0.16
H -3.7458 -2.2613 0.2700  0.12
H -1.4758 -2.5233 -0.6278  0.26
H 1.1844 -0.5839 2.5637  0.01
H 3.5116 -0.3726 1.8015  0.11
H 2.7011 -1.8605 -1.9155  0.06
H 0.2491 -2.1313 -1.2775  0.12
H -2.2444 1.1519 0.4515  0.17
H 0.6825 3.4867 2.3952  0.14
H 2.7876 3.1739 0.8586  0.10
H 2.5741 2.2625 -1.3299  0.06
H -0.2445 0.7355 -2.3754  0.09

SMILES = O=C(CCNC(=O)c1ccc(Cl)cc1)Nc1ncccc1O
HOMO level = -8.369 eV
Energy relative to the best compared isomer or geometry (same formula, charge and spin) = 273.1 kcal/mol

2.
ORCA calculation (ωB97M-V/def2-TZVPD) on a molecular structure, C15H14ClO5V.

Each line ends with the Löwdin charge.
Cartesian coordinates (Å):
V -1.0307 0.8601 -0.1220  0.99
O 0.3791 4.4772 0.2401  0.05
C 0.4269 3.3071 -0.1033  -0.61
O -0.4528 2.6979 -0.8289  -0.16
C 1.6808 2.4751 0.2475  -0.10
C 1.9985 1.5182 -0.9141  -0.26
C 3.4569 1.0550 -0.8580  -0.10
C 3.4155 0.0492 0.3160  -0.10
C 1.9474 0.1383 0.7359  -0.25
O 1.2715 0.3271 -0.5310  -0.12
C 1.6638 1.4697 1.4602  -0.10
C 0.4072 1.2985 2.3459  -0.61
O 0.4085 1.7629 3.4743  0.05
O -0.5213 0.5558 1.8395  -0.15
H 2.4811 3.1955 0.4111  0.14
H 1.6400 1.8533 -1.8822  0.16
H 3.7438 0.5675 -1.7897  0.11
H 4.1348 1.8904 -0.6865  0.11
H 3.6568 -0.9597 -0.0185  0.11
H 4.0857 0.3095 1.1341  0.11
H 1.5342 -0.7369 1.2274  0.16
H 2.4741 1.7371 2.1367  0.14
Cl -2.0638 -5.6529 -0.4205  0.59
C -2.3891 -3.9342 -0.4806  -0.69
C -2.3632 -3.2737 -1.6974  -0.13
C -2.6243 -1.9151 -1.7398  -0.07
C -2.9226 -1.1728 -0.5813  -0.37
C -3.1111 0.2864 -0.6137  -0.21
C -2.9213 -1.8847 0.6333  -0.06
C -2.6647 -3.2439 0.6876  -0.12
H -2.1417 -3.8219 -2.6039  0.10
H -2.6054 -1.4051 -2.6967  0.11
H -3.8509 0.6406 0.1044  0.03
H -3.3671 0.6396 -1.6165  0.03
H -3.1079 -1.3459 1.5549  0.11
H -2.6686 -3.7654 1.6356  0.10

Multiplicity = 4
HOMO level (spin up / spin down) = -3.823 / -4.561 eV
Charge = -1

3.
ORCA calculation (ωB97M-V/def2-TZVPD) on a single C15H14F3NO3 molecule.

Each line ends with the Löwdin charge.
Cartesian coordinates (Å):
C 0.1188 0.7351 2.9840  0.15
O 0.3598 -0.3065 1.6831  -0.05
C 0.7171 0.3187 0.5933  -0.36
C 1.1470 1.6999 0.3819  0.09
C 1.8018 1.8643 -0.7890  -0.17
C 2.3361 3.2663 -0.9622  -0.47
F 1.2879 4.2380 -0.5280  0.00
F 2.6476 3.6287 -2.2643  0.11
F 3.2701 3.5672 -0.1428  0.20
C 1.7354 1.0536 -1.8722  0.02
C 1.0781 -0.2296 -1.7098  0.15
C 0.7566 -0.5809 -0.2412  -0.10
C 0.2480 -1.9992 -0.3566  -0.08
O -0.2983 -2.6140 -1.6322  -0.16
N 0.0583 -2.6483 0.8815  0.10
C -0.7682 -3.7172 0.9583  -0.27
C -2.0665 -3.6449 1.6930  -0.02
C -2.8590 -2.4358 0.8069  -0.19
C -3.6297 -2.7040 -0.2889  0.03
C -4.0021 -1.1961 -0.6469  -0.01
C -3.2097 -0.5036 0.0906  -0.32
O -2.5620 -1.0667 0.9564  0.07
H 1.1030 0.9566 3.2905  0.08
H -0.4729 1.4290 2.8016  0.00
H -0.2730 0.1053 3.7408  0.08
H 1.3275 2.2126 1.5051  0.19
H 2.0256 1.3517 -2.7405  0.05
H 0.9299 -0.8640 -2.5106  0.08
H 0.3787 -2.1889 1.5642  0.04
H -0.2710 -4.5352 1.4824  0.12
H -0.8977 -4.2205 -0.0531  0.15
H -1.8868 -3.1536 2.7393  0.15
H -2.7162 -4.3025 1.6462  0.01
H -4.2172 -3.6086 -0.7661  0.15
H -4.6961 -1.1936 -1.5106  0.11
H -2.8413 0.3685 0.0414  0.08

SMILES = COc1cc(C(F)(F)F)ccc1C(=O)NCCc1ccco1
HOMO level = -8.551 eV
Energy relative to the best compared isomer or geometry (same formula, charge and spin) = 310.0 kcal/mol

4.
ORCA calculation (ωB97M-V/def2-TZVPD) on a molecular structure, C15H14InN5O2S3Te.

Each line ends with the Löwdin charge.
Cartesian coordinates (Å):
In 1.0126 0.1426 -0.2177  0.22
N 0.8977 0.9284 2.6089  0.01
N 2.2151 0.6816 3.0079  -0.02
C 3.2462 0.7966 2.0475  -0.72
O 4.3901 0.9868 2.4877  -0.02
O 2.9220 0.6155 0.8054  -0.23
H 0.6166 1.8793 2.7805  0.07
H 0.2661 0.2746 3.0513  0.07
H 2.5106 1.0455 3.8914  0.11
S 2.1055 -1.3776 -1.9145  0.60
C 0.5490 -1.5689 -2.6616  -1.12
S -0.7580 -0.5997 -2.1121  0.59
C 0.3945 -2.4986 -3.6962  -0.40
C 1.4951 -3.2825 -4.1968  -0.29
N 2.3634 -3.9115 -4.6296  0.10
C -0.8748 -2.7256 -4.3396  -0.28
N -1.8749 -2.9496 -4.8739  0.10
C -2.2097 0.1767 0.9399  -0.07
C -1.3448 -0.8713 1.5867  -0.41
C -1.6401 -1.7144 2.6408  -0.10
C -0.4852 -2.5328 2.8574  -0.10
C 0.4675 -2.1350 1.9377  -0.37
C 1.8812 -2.6158 1.7793  -0.05
N -0.0618 -1.1257 1.1551  -0.06
H -2.9495 0.5509 1.6502  0.07
H -2.7398 -0.2107 0.0654  0.05
H -1.6180 1.0363 0.6023  0.04
H -2.5821 -1.7652 3.1725  0.08
H -0.3615 -3.3082 3.6069  0.08
H 2.0306 -3.5364 2.3472  0.07
H 2.6000 -1.8732 2.1396  0.06
H 2.1168 -2.8207 0.7336  0.05
Te 1.2055 2.9037 -0.5412  0.85
C -0.5543 3.5611 -1.5061  -1.03
C -1.4227 2.9043 -2.3358  -0.26
C -2.5173 3.7197 -2.7785  -0.22
C -2.4683 4.9877 -2.2867  -0.47
S -1.0977 5.1816 -1.2669  0.85
H -1.2763 1.8731 -2.6386  0.02
H -3.2997 3.3635 -3.4420  0.09
H -3.1495 5.8141 -2.4571  0.05

HOMO level = -2.415 eV
Energy relative to the best compared isomer or geometry (same formula, charge and spin) = 0.0 kcal/mol
Charge = -2

5.
ORCA calculation (ωB97M-V/def2-TZVPD) on 2 unconnected molecules or ions with the total composition C15H14N3O2.

Each line ends with the Löwdin charge.
Cartesian coordinates (Å):
N -2.7703 0.3265 3.0496  0.21
C -1.6110 0.1953 3.1544  -0.17
C -0.2363 -0.0468 3.3065  -0.06
C 0.6637 0.9323 3.5600  -0.08
C 2.0476 0.6652 3.6754  -0.22
N 3.2033 0.4849 3.7741  0.15
H 0.0771 -1.0955 3.2523  0.14
H 0.3529 1.9733 3.7018  0.13
C -5.1150 -0.7924 1.4264  -0.11
C -3.8732 -1.4919 0.9387  -0.26
O -3.0933 -0.4741 0.2719  -0.08
C -1.9301 -0.8650 -0.2873  -0.55
C -1.2007 0.3294 -0.7639  -0.17
N -0.0216 0.1948 -1.2435  0.00
C 0.8745 1.1027 -1.4899  -0.20
C 2.1347 0.7532 -2.0920  -0.24
C 3.2681 1.6096 -2.0614  -0.07
C 4.4583 1.2035 -2.6597  -0.13
C 4.5319 -0.0387 -3.3157  -0.15
C 3.4153 -0.8900 -3.3492  -0.12
C 2.2327 -0.5059 -2.7172  -0.05
O -1.5176 -2.0083 -0.3675  0.03
H -5.7390 -1.4948 1.9782  0.07
H -4.8371 0.0378 2.0866  0.04
H -5.6908 -0.4080 0.5769  0.07
H -3.2969 -1.8957 1.7802  0.10
H -4.1030 -2.3039 0.2378  0.12
H -1.7342 1.2862 -0.6836  0.09
H 0.6901 2.1508 -1.2044  0.09
H 3.1904 2.5714 -1.5491  0.09
H 5.3409 1.8482 -2.6276  0.09
H 5.4619 -0.3410 -3.8010  0.08
H 3.4654 -1.8522 -3.8615  0.09
H 1.3615 -1.1611 -2.6962  0.10

HOMO level = -2.354 eV
Energy relative to the best compared isomer or geometry (same formula, charge and spin) = 0.6 kcal/mol
Charge = -1

6.
ORCA calculation (ωB97M-V/def2-TZVPD) on a molecular structure, C15H14N6O.

Each line ends with the Löwdin charge.
Cartesian coordinates (Å):
C 3.5832 -0.7712 -1.3611  -0.10
C 3.0493 0.3482 -0.6980  -0.14
C 2.5914 1.5721 -1.3934  -0.05
C 1.9045 2.5063 -0.7184  -0.21
C 1.7576 2.3176 0.5340  -0.16
C 2.1229 1.2954 1.4267  -0.01
C 2.6561 0.1864 0.8606  -0.45
O 3.1417 -0.7551 1.3233  0.07
C 2.3369 -1.9315 1.1848  -0.08
C 1.0442 -1.6868 0.8234  -0.29
N 0.5284 -1.6807 -0.3764  0.15
N -0.7548 -1.2743 -0.5218  0.03
C -1.4926 -1.5249 -1.5741  0.05
N -2.6657 -0.7219 -1.3512  0.15
C -3.0204 -0.2866 -0.3209  -0.25
N -4.2353 0.3101 0.2548  -0.14
N -4.1101 0.5963 1.4498  0.00
C -3.0241 0.3731 2.0015  -0.08
C -2.0923 -0.1323 0.9007  0.00
C -0.9588 -0.7824 0.9557  -0.26
N 0.0621 -1.0132 1.5290  0.20
H -2.8697 0.7596 3.0926  0.14
C -5.3061 0.6705 -0.6633  -0.01
H -5.1417 0.1721 -1.5180  0.02
H -5.4957 1.7951 -1.0634  0.15
H -6.0984 0.1036 -0.2980  0.07
H -1.1763 -1.9764 -2.3882  0.08
H 2.4014 -2.2773 2.2299  0.17
H 2.7732 -2.6669 0.6601  0.10
H 2.1155 1.2749 2.5189  0.13
H 1.2954 3.4287 1.1731  0.18
H 1.4605 3.3721 -1.3679  0.15
H 2.5658 1.5640 -2.4214  0.07
H 4.3288 -1.3222 -0.8893  0.05
H 2.7652 -1.6223 -1.6296  0.13
H 3.9578 -0.2201 -2.3643  0.13

HOMO level = -7.872 eV
Energy relative to the best compared isomer or geometry (same formula, charge and spin) = 283.5 kcal/mol

Computed max |F| (eV Å⁻¹) in order:
18.2; 0.7; 18.2; 0.8; 3.4; 17.8